No. 1
A 7-piece molecular cluster, C34H56N6O19P3S overall. Source: the Open Molecules 2025 dataset; level of theory: ωB97M-V/def2-TZVPD.

Results
- Kohn-Sham gap: 7.841 eV
- ΔE to the lowest compared entry with this formula, charge and spin: 17.96 kcal/mol
- Multiplicity: 1
- Highest occupied orbital energy: -11.152 eV
- Charge: +1

Structure (XYZ):
```
119
Properties=species:S:1:pos:R:3:lowdin_charge:R:1
C 3.281 -1.997 2.595 0.013
C 1.818 -1.524 2.747 -0.501
O 1.526 -0.603 3.458 0.059
N 0.769 -2.167 2.003 0.042
C 0.329 -1.137 0.994 -0.209
C -0.357 -1.766 -0.249 -0.161
C -1.747 -2.429 0.024 -0.133
C -2.953 -1.419 -0.137 -0.085
N -3.104 -0.641 1.105 -0.031
C -3.733 -1.198 2.128 -0.266
C -4.354 -2.579 2.288 -0.090
P -5.953 -2.837 1.373 0.507
O -5.798 -3.470 0.056 -0.264
O -6.846 -1.472 1.318 -0.124
O -6.854 -3.895 2.261 -0.129
N -3.753 -0.330 3.174 0.219
C -3.104 0.751 2.701 -0.338
N -2.879 1.821 3.466 0.063
N -3.355 1.838 4.781 0.060
C -2.953 2.819 5.382 -0.713
S -2.670 4.293 5.843 0.803
N -2.686 0.615 1.412 -0.179
P -1.769 1.687 0.335 1.017
P -2.532 3.744 0.355 0.293
O -1.350 4.604 0.457 -0.304
O -3.671 4.059 1.484 -0.172
O -3.252 4.001 -1.105 -0.200
H 3.613 -2.396 3.563 0.086
H 3.340 -2.716 1.766 0.077
H 3.871 -1.089 2.366 0.097
H 1.231 -2.935 1.510 0.104
H 1.237 -0.624 0.638 0.093
H -0.305 -0.426 1.554 0.077
H -0.534 -0.942 -0.972 0.084
H 0.361 -2.448 -0.746 0.127
H -1.796 -2.942 1.003 0.103
H -1.903 -3.187 -0.771 0.105
H -3.895 -1.959 -0.351 0.106
H -2.726 -0.816 -1.032 0.111
H -4.553 -2.692 3.373 0.113
H -3.635 -3.376 2.021 0.115
H -7.764 -1.793 1.416 0.094
H -6.405 -4.126 3.089 0.079
H -2.370 2.641 3.164 0.116
H -2.018 1.224 -0.994 -0.031
H -3.194 4.510 2.207 0.076
H -3.768 4.826 -1.018 0.098
O -3.538 -4.159 -2.322 0.108
C -4.414 -4.287 -3.126 -0.484
O -4.490 -5.316 -3.999 0.039
C -5.604 -5.115 -4.886 -0.151
C -6.534 -4.171 -4.146 -0.153
C -5.558 -3.326 -3.339 -0.083
H -5.233 -4.686 -5.821 0.128
H -6.074 -6.072 -5.102 0.127
H -7.177 -3.591 -4.808 0.118
H -7.175 -4.738 -3.468 0.122
H -5.202 -2.463 -3.907 0.132
H -5.981 -3.008 -2.389 0.099
O 1.284 0.635 -1.177 0.072
C 2.374 0.517 -1.670 -0.460
O 3.278 -0.408 -1.273 0.026
C 4.514 -0.210 -1.990 -0.142
C 4.124 0.550 -3.245 -0.138
C 2.944 1.379 -2.764 -0.072
H 5.197 0.358 -1.354 0.129
H 4.963 -1.175 -2.214 0.128
H 4.938 1.141 -3.663 0.122
H 3.791 -0.150 -4.014 0.127
H 3.262 2.332 -2.335 0.128
H 2.214 1.539 -3.553 0.100
O 5.787 2.134 7.317 0.125
C 4.935 2.051 6.482 -0.488
O 4.875 1.051 5.566 0.030
C 3.802 1.300 4.642 -0.161
C 2.856 2.233 5.373 -0.162
C 3.808 3.035 6.250 -0.080
H 4.219 1.754 3.738 0.130
H 3.322 0.361 4.375 0.086
H 2.252 2.845 4.703 0.112
H 2.177 1.654 6.003 0.120
H 4.204 3.910 5.730 0.130
H 3.347 3.327 7.190 0.124
O 5.694 -4.026 2.812 0.126
C 5.015 -4.946 3.161 -0.480
O 3.675 -4.847 3.387 -0.013
C 3.179 -6.097 3.899 -0.152
C 4.190 -7.139 3.458 -0.156
C 5.491 -6.349 3.461 -0.070
H 3.106 -6.022 4.986 0.129
H 2.187 -6.288 3.492 0.124
H 4.207 -8.019 4.098 0.119
H 3.964 -7.468 2.441 0.120
H 5.972 -6.357 4.441 0.136
H 6.180 -6.698 2.696 0.129
O 0.493 1.102 -5.221 0.126
C -0.257 1.970 -4.886 -0.475
O -1.164 1.827 -3.877 0.006
C -1.986 3.005 -3.794 -0.165
C -1.172 4.105 -4.451 -0.146
C -0.387 3.342 -5.511 -0.061
H -2.926 2.811 -4.320 0.133
H -2.205 3.227 -2.753 0.071
H -1.784 4.912 -4.852 0.119
H -0.481 4.537 -3.722 0.117
H -0.946 3.258 -6.445 0.138
H 0.589 3.785 -5.687 0.103
O 2.965 3.872 -5.103 0.116
C 3.000 5.022 -4.768 -0.485
O 2.613 6.044 -5.569 0.030
C 2.879 7.300 -4.920 -0.150
C 2.948 6.974 -3.439 -0.155
C 3.508 5.559 -3.448 -0.076
H 3.821 7.696 -5.304 0.131
H 2.082 8.004 -5.149 0.127
H 3.548 7.683 -2.870 0.119
H 1.942 6.968 -3.013 0.118
H 4.600 5.551 -3.459 0.136
H 3.131 4.968 -2.615 0.117
```



No. 2
C34H57CaN4OP2 as an isolated structure. Source: the Open Molecules 2025 dataset; level of theory: ωB97M-V/def2-TZVPD.

Results
- Kohn-Sham gap: 6.764 eV
- ΔE to the lowest compared entry with this formula, charge and spin: 0.00 kcal/mol
- Multiplicity: 1
- Highest occupied orbital energy: -8.610 eV
- Charge: +1

Structure (XYZ):
```
99
Properties=species:S:1:pos:R:3:lowdin_charge:R:1
C 1.392 2.059 -1.501 -0.332
C -0.719 1.993 -0.460 -0.351
C 1.128 3.326 -2.021 -0.031
C -1.042 3.256 -0.989 -0.034
C -0.106 3.923 -1.770 -0.037
H 1.929 3.852 -2.544 0.122
H -1.989 3.712 -0.698 0.104
H -0.349 4.904 -2.184 0.119
N 0.529 1.437 -0.677 0.001
P 2.960 -0.288 -1.118 1.081
P -3.034 0.443 0.691 1.105
C 2.755 1.425 -1.787 -0.274
H 2.919 1.448 -2.875 0.082
H 3.518 2.090 -1.345 0.082
C -1.726 -3.857 0.374 0.012
O -2.869 -3.924 0.262 0.018
C -1.548 1.324 0.553 -0.395
H -1.295 1.748 1.542 0.051
C -4.724 1.320 0.430 -0.639
C -2.935 -0.361 2.431 -0.629
C 3.099 -1.452 -2.646 -0.676
C 4.592 -0.160 -0.179 -0.704
C -5.503 0.353 -0.482 -0.103
H -5.930 -0.465 0.108 0.082
H -6.335 0.890 -0.949 0.090
H -4.883 -0.089 -1.270 0.028
C -5.554 1.610 1.692 -0.105
H -5.818 0.703 2.249 0.060
H -5.056 2.337 2.351 0.077
H -6.495 2.066 1.347 0.093
C -4.431 2.680 -0.224 -0.107
H -5.322 3.018 -0.774 0.096
H -4.210 3.447 0.535 0.090
H -3.594 2.644 -0.927 0.011
C -4.039 -1.414 2.590 -0.077
H -3.909 -2.252 1.896 0.063
H -3.992 -1.815 3.613 0.094
H -5.045 -1.010 2.441 0.060
C -1.565 -1.042 2.578 -0.151
H -1.428 -1.876 1.868 0.022
H -0.733 -0.322 2.508 0.016
H -1.488 -1.472 3.588 0.102
C -3.056 0.700 3.532 -0.081
H -4.053 1.146 3.579 0.058
H -2.877 0.210 4.500 0.091
H -2.318 1.503 3.421 0.079
C 4.870 -1.513 0.507 -0.089
H 5.819 -1.435 1.065 0.096
H 4.072 -1.771 1.220 0.059
H 4.969 -2.339 -0.208 0.062
C 4.429 0.899 0.930 -0.096
H 4.295 1.915 0.536 0.078
H 3.586 0.675 1.598 0.045
H 5.342 0.906 1.549 0.097
C 5.772 0.258 -1.077 -0.088
H 6.597 0.602 -0.431 0.092
H 6.159 -0.583 -1.660 0.060
H 5.504 1.079 -1.756 0.082
C 2.516 -0.778 -3.896 -0.096
H 3.221 -0.058 -4.337 0.086
H 2.324 -1.550 -4.659 0.100
H 1.566 -0.263 -3.703 0.057
C 2.276 -2.708 -2.288 -0.119
H 1.207 -2.489 -2.139 0.061
H 2.353 -3.426 -3.117 0.090
H 2.657 -3.203 -1.383 0.075
C 4.530 -1.901 -2.974 -0.101
H 5.166 -1.070 -3.301 0.077
H 5.013 -2.436 -2.145 0.066
H 4.471 -2.607 -3.818 0.096
Ca 0.418 -0.722 0.448 1.179
N -1.420 -1.123 -0.874 -0.103
C -2.135 -0.250 -1.318 -0.304
C -2.528 0.126 -2.797 -0.553
C -3.335 1.390 -2.997 -0.056
C -1.215 0.345 -3.560 -0.050
C -3.272 -1.072 -3.366 -0.045
H -4.313 1.354 -2.515 0.064
H -2.787 2.288 -2.690 0.071
H -3.511 1.481 -4.078 0.101
H -0.580 -0.554 -3.520 0.073
H -1.414 0.574 -4.616 0.100
H -0.654 1.186 -3.128 0.069
H -3.442 -0.906 -4.436 0.096
H -2.688 -1.990 -3.236 0.089
H -4.244 -1.212 -2.881 0.080
N 3.555 -1.700 6.214 0.137
C 2.909 -1.435 5.053 -0.304
C 2.605 -0.104 4.682 0.000
C 1.952 0.124 3.478 -0.142
N 1.595 -0.889 2.631 -0.110
C 1.887 -2.174 2.994 -0.147
C 2.541 -2.483 4.180 -0.006
H 3.818 -0.960 6.850 0.115
H 3.771 -2.647 6.490 0.115
H 2.885 0.727 5.328 0.118
H 1.699 1.144 3.160 0.124
H 1.571 -2.969 2.299 0.118
H 2.768 -3.521 4.435 0.119
```



No. 3
C34H57EuN4OP2 as an isolated structure. Source: the Open Molecules 2025 dataset; level of theory: ωB97M-V/def2-TZVPD.

Results
- ⟨S²⟩: 15.760
- Kohn-Sham gap (alpha / beta): 5.533 / 5.607 eV
- ΔE to the lowest compared entry with this formula, charge and spin: 0.00 kcal/mol
- Multiplicity: 8
- Highest occupied orbital energy (alpha / beta): -8.116 / -8.144 eV
- Charge: +1

Structure (XYZ):
```
99
Properties=species:S:1:pos:R:3:mulliken_spin:R:1
C 3.024 -1.208 0.050 0.001
C 1.898 -0.443 1.955 -0.014
C 4.141 -1.571 0.795 -0.002
C 2.913 -1.045 2.767 -0.001
C 4.056 -1.575 2.191 0.001
H 5.020 -1.906 0.257 0.000
H 2.759 -1.058 3.854 0.000
H 4.848 -2.020 2.785 0.000
N 1.918 -0.686 0.596 -0.029
P 1.410 -1.477 -2.227 0.056
P -0.449 1.420 2.197 0.007
C 3.078 -1.229 -1.496 0.001
H 3.455 -0.245 -1.829 -0.001
H 3.790 -1.995 -1.840 0.001
C 0.841 0.306 2.562 0.007
H 0.762 0.082 3.632 0.003
C 0.316 2.991 3.005 0.000
C -1.973 0.730 3.267 -0.020
C 1.312 -0.488 -3.868 -0.025
C 1.395 -3.350 -2.355 -0.018
C -0.323 4.125 2.195 -0.001
H -1.415 4.130 2.309 0.000
H 0.060 5.098 2.532 0.000
H -0.098 4.008 1.127 0.002
C 0.048 3.163 4.506 0.000
H -1.021 3.257 4.741 0.000
H 0.498 2.344 5.088 0.000
H 0.540 4.099 4.825 0.000
C 1.844 2.968 2.823 0.000
H 2.272 3.935 3.133 0.000
H 2.315 2.188 3.434 0.000
H 2.129 2.793 1.779 0.000
C -3.073 1.798 3.184 0.000
H -3.334 2.026 2.141 -0.001
H -3.979 1.420 3.681 0.000
H -2.792 2.738 3.676 0.000
C -2.480 -0.557 2.593 0.020
H -2.792 -0.397 1.548 -0.001
H -1.749 -1.376 2.634 -0.001
H -3.372 -0.902 3.139 0.000
C -1.651 0.405 4.730 0.000
H -1.281 1.262 5.300 0.000
H -2.588 0.085 5.216 0.000
H -0.940 -0.423 4.838 0.000
C 0.016 -3.791 -2.886 0.005
H 0.035 -4.886 -2.999 0.000
H -0.790 -3.528 -2.182 -0.002
H -0.215 -3.348 -3.864 0.001
C 1.573 -3.912 -0.928 0.003
H 2.545 -3.642 -0.497 0.000
H 0.768 -3.588 -0.249 -0.002
H 1.536 -5.009 -0.993 0.000
C 2.517 -3.886 -3.253 0.000
H 2.551 -4.978 -3.118 0.000
H 2.328 -3.689 -4.315 0.000
H 3.508 -3.497 -2.985 0.000
C 2.390 0.607 -3.907 0.003
H 3.400 0.186 -4.005 0.000
H 2.217 1.253 -4.784 0.000
H 2.360 1.252 -3.017 0.000
C -0.077 0.197 -3.888 0.031
H -0.189 0.955 -3.091 -0.004
H -0.217 0.722 -4.846 0.000
H -0.902 -0.523 -3.789 -0.001
C 1.477 -1.374 -5.109 -0.001
H 2.477 -1.828 -5.142 0.000
H 0.710 -2.157 -5.173 0.000
H 1.373 -0.735 -6.003 0.000
Eu -0.537 -0.307 -0.273 6.959
C -1.514 -2.806 0.025 0.040
O -2.028 -3.752 0.435 0.007
N 0.645 1.781 -0.431 -0.042
C 1.366 2.702 -0.396 0.004
C 2.015 4.011 -0.926 0.004
C 2.881 4.663 0.135 0.001
C 2.906 3.728 -2.131 0.000
C 0.930 5.006 -1.343 0.001
H 2.297 4.958 1.010 0.000
H 3.693 3.999 0.448 0.000
H 3.303 5.559 -0.327 0.000
H 2.328 3.387 -3.000 0.000
H 3.410 4.655 -2.441 0.000
H 3.688 3.004 -1.865 0.000
H 1.396 5.920 -1.737 0.000
H 0.303 4.595 -2.147 0.000
H 0.314 5.307 -0.485 0.000
N -6.330 1.653 -2.651 0.001
C -5.135 1.407 -2.080 0.000
C -4.379 2.452 -1.487 0.000
C -3.166 2.156 -0.896 0.005
N -2.662 0.889 -0.853 -0.005
C -3.378 -0.117 -1.427 0.018
C -4.601 0.098 -2.046 0.004
H -6.731 2.584 -2.672 0.000
H -6.883 0.914 -3.068 0.000
H -4.754 3.477 -1.497 0.000
H -2.539 2.931 -0.431 0.000
H -2.933 -1.128 -1.368 -0.013
H -5.144 -0.733 -2.499 0.000
```



No. 4
C34H57F3N2O2SiZn as an isolated structure. Source: the Open Molecules 2025 dataset; level of theory: ωB97M-V/def2-TZVPD.

Results
- Kohn-Sham gap: 8.422 eV
- Multiplicity: 1
- Highest occupied orbital energy: -7.829 eV

Structure (XYZ):
```
100
Properties=species:S:1:pos:R:3:lowdin_charge:R:1
O -1.212 -0.819 -0.429 -0.223
O -1.949 2.410 -2.766 -0.237
C -1.676 -1.806 -1.374 -0.257
C -2.172 -3.086 -0.747 -0.057
H -0.815 -1.982 -2.031 0.114
H -2.454 -1.325 -1.982 0.113
H -1.514 -3.429 0.056 0.062
H -2.229 -3.861 -1.516 0.090
H -3.180 -2.953 -0.339 0.076
C -2.214 -0.435 0.540 -0.241
C -3.493 0.091 -0.084 -0.061
H -1.722 0.342 1.147 0.094
H -2.425 -1.302 1.192 0.113
H -3.301 0.830 -0.875 0.067
H -4.078 0.582 0.698 0.085
H -4.105 -0.721 -0.492 0.075
C -1.649 3.795 -2.481 -0.266
C -3.022 2.172 -3.688 -0.270
C -2.149 4.192 -1.108 -0.068
H -2.081 4.456 -3.257 0.124
H -0.553 3.903 -2.515 0.101
H -3.228 4.019 -1.030 0.066
H -1.945 5.256 -0.954 0.079
H -1.633 3.627 -0.320 0.067
C -4.364 2.703 -3.212 -0.084
H -3.069 1.080 -3.816 0.115
H -2.779 2.618 -4.670 0.119
H -4.587 2.383 -2.186 0.068
H -5.147 2.315 -3.873 0.079
H -4.396 3.797 -3.262 0.075
H -0.648 0.833 -2.289 0.024
N 0.781 -2.311 2.700 0.003
C 1.811 -2.266 3.558 -0.326
C 2.876 -1.374 3.400 -0.049
C 2.843 -0.134 2.752 -0.322
C 1.823 -3.171 4.763 -0.002
H 1.667 -4.226 4.494 0.093
H 1.074 -2.880 5.512 0.082
H 2.805 -3.091 5.246 0.082
C 3.801 0.918 3.226 -0.004
H 3.316 1.899 3.320 0.095
H 4.661 0.998 2.548 0.088
H 4.164 0.617 4.214 0.083
N 2.030 0.146 1.725 0.002
C -0.406 -3.030 3.017 -0.215
C -0.599 -4.329 2.500 -0.233
C 0.481 -5.031 1.739 -0.042
C -1.802 -4.987 2.759 -0.052
H -1.963 -5.978 2.333 0.115
C -2.769 -4.399 3.575 -0.081
H -3.709 -4.915 3.765 0.100
C -2.528 -3.158 4.167 -0.055
H -3.254 -2.715 4.849 0.110
C -1.344 -2.471 3.917 -0.227
C -1.041 -1.201 4.647 -0.037
C 2.029 1.424 1.093 -0.216
C 2.976 1.700 0.084 -0.220
C 3.955 0.645 -0.333 -0.020
C 3.007 2.978 -0.472 -0.051
H 3.764 3.197 -1.226 0.113
C 2.099 3.952 -0.054 -0.083
H 2.129 4.943 -0.506 0.103
C 1.153 3.664 0.927 -0.060
H 0.433 4.419 1.255 0.109
C 1.120 2.408 1.534 -0.218
C 0.158 2.101 2.638 -0.036
Zn 1.076 -1.376 0.903 0.841
H 0.227 -5.114 0.676 0.074
H 0.604 -6.056 2.116 0.089
H 1.449 -4.527 1.827 0.073
H -0.446 -0.505 4.044 0.060
H -0.493 -1.388 5.584 0.082
H -1.982 -0.701 4.922 0.084
H 4.415 0.924 -1.288 0.082
H 3.477 -0.334 -0.478 0.050
H 4.766 0.517 0.402 0.082
H 0.636 1.606 3.496 0.078
H -0.660 1.450 2.292 0.056
H -0.302 3.030 2.998 0.084
H 3.746 -1.548 4.027 0.099
C 0.450 0.877 -2.458 -0.156
Si 0.948 1.270 -4.244 0.483
H 0.866 1.613 -1.759 0.027
H 0.864 -0.096 -2.176 0.005
C -0.038 0.169 -5.421 -0.178
C 2.804 0.965 -4.312 -0.181
C 0.654 3.043 -4.802 -0.181
H 0.823 3.130 -5.885 0.034
H 1.343 3.732 -4.294 0.032
H -0.373 3.381 -4.600 0.001
H 0.186 -0.895 -5.248 0.030
H 0.194 0.399 -6.473 0.028
H -1.120 0.318 -5.272 0.016
H 3.085 0.089 -3.708 0.022
H 3.350 1.833 -3.920 0.023
H 3.145 0.788 -5.340 0.027
F 3.219 -2.849 -0.248 0.000
C 1.937 -2.424 -0.594 -0.507
F 2.125 -1.762 -1.806 -0.027
F 1.272 -3.586 -0.967 -0.007
```



no.,electronic energy (hartree)
1,-4509.4447
2,-2984.1169
3,-3016.8417
4,-3958.1949